(a)
Below is one molecule with the formula CHN3O, with properties calculated with ωB97M-V/def2-TZVPD.

- E_LUMO: -0.206 eV
- SMILES string: c1nnon1
- Molar mass: 71.04 g mol⁻¹
- Kohn-Sham gap: 11.633 eV

Last column: Mulliken charge in e.
Element x y z (Å)
C  -0.249  0.635  -0.077  0.03
N  1.039  0.416  0.030  -0.26
N  1.127  -0.854  -0.078  0.04
O  -0.086  -1.337  0.035  0.01
N  -1.108  -0.444  -0.041  -0.18
H  -0.722  1.584  0.130  0.35


(b)
Below is a 2-piece molecular cluster, CHN3O overall, with properties calculated with ωB97M-V/def2-TZVPD.

- E_LUMO: -0.037 eV
- SMILES string: N#CO.N#N
- Molar mass: 71.04 g mol⁻¹
- Kohn-Sham gap: 10.813 eV

Last column: Mulliken charge in e.
Element x y z (Å)
N  -2.046  1.679  -0.087  -0.39
C  -1.015  1.200  0.046  0.45
O  0.217  0.875  0.194  -0.50
H  0.396  -0.172  0.288  0.45
N  1.614  -2.131  -0.079  -0.14
N  0.835  -1.450  -0.362  0.14


Short version: (b) is the most stable of them.


(a)
Below is an isolated ion of composition C3H2NO4 and charge -1, with properties calculated with ωB97M-V/def2-TZVPD.

- E_LUMO: 3.792 eV
- SMILES string: O=C([O-])/[N+]([O-])=C1/CO1
- Molar mass: 116.05 g mol⁻¹
- Charge: -1
- Kohn-Sham gap: 7.873 eV

Last column: Mulliken charge in e.
Element x y z (Å)
O  1.087  2.287  -0.914  -0.60
C  1.389  1.116  -1.026  0.61
O  2.335  0.434  -1.218  -0.55
N  -0.132  0.130  -0.986  0.34
O  -0.732  -0.122  -2.102  -0.75
C  -0.465  -0.180  0.198  0.21
C  -0.938  -0.949  1.363  -0.31
O  0.244  -0.142  1.522  -0.40
H  -1.792  -0.577  1.806  0.19
H  -0.995  -1.996  1.356  0.26


(b)
Below is a 2-piece molecular cluster, C3H2NO4 overall, with properties calculated with ωB97M-V/def2-TZVPD.

- E_LUMO (alpha / beta): 2.763 / 2.699 eV
- Molar mass: 116.05 g mol⁻¹
- Charge: -1
- Kohn-Sham gap (alpha / beta): 7.495 / 7.441 eV

Last column: Mulliken charge in e.
Element x y z (Å)
C  3.588  -0.714  0.105  0.63
C  1.393  -1.113  -1.803  -0.41
C  2.910  1.496  0.419  0.57
N  3.354  1.420  -0.785  -0.39
O  2.997  -0.039  1.034  -0.40
O  4.066  -1.815  0.126  -0.63
O  3.772  0.066  -1.044  -0.17
O  2.428  2.369  1.092  -0.62
H  1.377  -0.739  -0.800  0.17
H  2.229  -1.680  -1.839  0.24


Short version: (a) is the most stable of them.


(a)
Below is one molecule with the formula C6H6S2, with properties calculated with ωB97M-V/def2-TZVPD.

- E_LUMO: 0.105 eV
- SMILES string: C#CCS[C@H](S)C#C
- Molar mass: 142.25 g mol⁻¹
- Kohn-Sham gap: 9.105 eV

Last column: Mulliken charge in e.
Element x y z (Å)
C  -3.358  -0.264  0.024  0.11
C  -2.254  -0.669  -0.136  -0.39
C  -0.993  -1.381  -0.317  -0.56
S  0.423  -1.063  0.852  -0.01
C  1.546  0.270  -0.369  -0.60
S  3.373  -0.243  -0.350  -0.12
C  1.248  1.495  0.280  -0.35
C  0.880  2.427  0.924  0.09
H  -4.403  0.171  -0.096  0.37
H  -0.516  -1.150  -1.280  0.23
H  -1.231  -2.586  -0.218  0.30
H  1.318  0.165  -1.453  0.35
H  3.227  -0.607  0.883  0.14
H  0.741  3.435  1.257  0.44


(b)
Below is C6H6S2 as an isolated structure, with properties calculated with ωB97M-V/def2-TZVPD.

- E_LUMO (alpha / beta): -0.532 / -0.531 eV
- Molar mass: 142.25 g mol⁻¹
- Kohn-Sham gap (alpha / beta): 7.076 / 7.077 eV

Last column: Mulliken charge in e.
Element x y z (Å)
C  1.938  0.985  -0.030  -0.32
C  0.484  1.409  0.280  -0.02
C  2.554  -0.153  -0.167  -0.46
C  -0.695  0.814  0.299  -0.55
C  -1.000  -1.662  -0.087  -0.27
C  -1.443  -0.455  0.028  0.40
S  0.859  -1.729  -0.057  -0.37
S  -3.179  -0.129  -0.223  -0.26
H  2.667  1.728  -0.234  0.29
H  0.528  2.443  0.627  0.28
H  3.487  -0.594  -0.180  0.43
H  -1.540  1.406  0.436  0.34
H  -1.382  -2.646  -0.194  0.37
H  -3.276  -1.416  -0.497  0.14


Short version: (a) is the most stable of them.


(a)
Below is a 2-piece molecular cluster, C4H9N2O2 overall, with properties calculated with ωB97M-V/def2-TZVPD.

- E_LUMO: 3.994 eV
- Molar mass: 117.13 g mol⁻¹
- Charge: -1
- Kohn-Sham gap: 7.865 eV

Last column: Mulliken charge in e.
Element x y z (Å)
O  0.020  -1.427  -1.028  -0.78
C  0.335  -0.872  0.062  0.59
N  1.557  -0.742  0.495  -0.74
C  3.568  0.946  -0.674  -0.08
O  3.893  2.091  -0.404  -0.48
C  -0.864  -0.350  0.894  -0.62
N  -2.185  -0.773  0.390  -0.51
C  -2.783  0.254  -0.428  -0.85
H  1.817  -0.225  1.322  0.15
H  4.131  0.139  -0.195  0.28
H  2.757  0.832  -1.403  0.24
H  -0.757  -0.822  1.886  0.26
H  -0.777  0.718  1.092  0.30
H  -1.860  -1.549  -0.176  0.34
H  -2.097  0.704  -1.161  0.31
H  -3.729  -0.057  -0.868  0.32
H  -3.025  1.134  0.194  0.30


(b)
Below is a 2-piece molecular cluster, C4H9N2O2 overall, with properties calculated with ωB97M-V/def2-TZVPD.

- E_LUMO: 2.815 eV
- Molar mass: 117.13 g mol⁻¹
- Charge: -1
- Kohn-Sham gap: 6.087 eV

Last column: Mulliken charge in e.
Element x y z (Å)
O  -0.257  -2.456  1.425  -0.73
C  -1.178  -2.452  0.568  0.53
N  -2.339  -3.029  0.732  -0.84
C  0.780  4.629  0.343  -0.02
O  0.815  5.692  0.887  -0.40
C  -0.835  -1.429  -0.617  -0.33
N  0.569  -1.333  -0.911  -0.42
C  1.253  -0.352  -0.030  -0.86
H  -3.075  -2.872  0.052  0.13
H  -0.023  3.875  0.404  0.23
H  1.613  4.375  -0.370  0.19
H  -1.445  -1.692  -1.493  0.21
H  -1.164  -0.393  -0.417  0.18
H  1.034  -2.215  -1.016  0.25
H  0.909  -0.585  0.979  0.34
H  2.333  -0.369  -0.073  0.34
H  1.011  0.606  -0.463  0.21


Short version: (a) is the most stable of them.


(a)
Below is C50H47GeIrN3O3SSbSe2 as an isolated structure, with properties calculated with ωB97M-V/def2-TZVPD.

- E_LUMO (alpha / beta): -2.133 / -4.595 eV
- Molar mass: 1314.52 g mol⁻¹
- Charge: +1
- 2S+1: 6
- Kohn-Sham gap (alpha / beta): 7.574 / 5.385 eV

Last column: Mulliken charge in e.
Element x y z (Å)
Ir  1.174  0.936  0.025  0.55
Se  2.817  2.342  1.687  0.25
Se  0.723  3.877  3.132  -0.02
C  0.325  2.312  4.162  0.36
C  0.621  2.308  5.521  -1.00
C  0.339  1.152  6.231  -0.34
C  -0.233  0.077  5.569  -1.27
C  -0.497  0.200  4.213  0.11
N  -0.212  1.294  3.512  0.38
C  2.882  3.252  0.017  0.46
C  3.577  4.417  -0.260  -0.91
C  3.552  4.901  -1.559  -0.42
C  2.839  4.215  -2.531  -0.92
C  2.163  3.062  -2.174  -0.42
N  2.187  2.594  -0.927  -0.08
H  1.049  3.177  6.000  0.46
H  0.557  1.098  7.289  0.43
H  -0.477  -0.838  6.090  0.49
H  -0.959  -0.606  3.655  0.26
H  4.129  4.918  0.523  0.56
H  4.088  5.807  -1.810  0.45
H  2.804  4.566  -3.553  0.51
H  1.588  2.485  -2.889  0.54
C  0.152  -2.753  1.874  -1.01
O  0.874  -1.605  1.408  0.16
C  0.157  -0.574  0.924  0.18
O  -1.068  -0.638  0.996  0.31
H  0.894  -3.393  2.342  0.23
H  -0.323  -3.266  1.035  0.32
H  -0.621  -2.476  2.587  0.27
C  -3.932  -0.960  2.451  -1.24
C  -4.951  0.012  1.919  0.50
C  -6.175  0.126  2.578  -0.65
C  -7.137  1.035  2.173  -0.78
C  -6.894  1.869  1.089  -0.87
C  -5.690  1.771  0.415  -0.89
C  -4.736  0.833  0.811  1.34
Sb  -2.954  0.816  -0.338  1.07
C  -3.375  2.167  -1.943  0.63
C  -2.634  3.345  -1.996  -0.71
C  -2.813  4.247  -3.033  -0.87
C  -3.739  3.965  -4.024  -0.73
C  -4.477  2.793  -3.972  -0.82
C  -4.315  1.869  -2.941  1.22
C  -5.142  0.611  -2.949  -1.08
C  -2.857  -1.051  -1.322  1.70
C  -3.754  -2.045  -0.948  -1.14
C  -3.747  -3.272  -1.595  -0.93
C  -2.840  -3.493  -2.620  -0.97
C  -1.943  -2.500  -2.984  -0.57
C  -1.924  -1.266  -2.340  0.13
C  -0.935  -0.214  -2.767  -0.87
H  -4.391  -1.931  2.645  0.45
H  -3.533  -0.591  3.399  0.52
H  -3.088  -1.107  1.780  -0.39
H  -6.367  -0.513  3.432  0.46
H  -8.074  1.101  2.709  0.40
H  -7.633  2.592  0.773  0.47
H  -5.497  2.428  -0.425  0.39
H  -1.905  3.562  -1.227  0.10
H  -2.239  5.164  -3.060  0.47
H  -3.895  4.660  -4.838  0.40
H  -5.206  2.585  -4.746  0.45
H  -6.032  0.746  -3.562  0.56
H  -5.469  0.326  -1.948  0.09
H  -4.576  -0.227  -3.359  0.23
H  -4.480  -1.861  -0.164  0.33
H  -4.452  -4.041  -1.308  0.46
H  -2.832  -4.442  -3.141  0.42
H  -1.239  -2.679  -3.787  0.56
H  -0.246  -0.613  -3.511  0.35
H  -0.325  0.132  -1.919  -0.18
H  -1.435  0.661  -3.190  0.27
O  -2.168  3.245  1.775  -0.50
S  -0.829  3.399  1.211  0.27
N  -0.287  2.163  0.516  -0.02
C  4.853  0.794  -0.821  -1.28
Ge  3.356  -0.309  -0.187  -0.24
C  2.656  -1.316  -1.724  0.46
C  2.906  -0.851  -3.017  -0.25
C  2.450  -1.557  -4.122  -0.78
C  1.739  -2.737  -3.947  -0.61
C  1.478  -3.204  -2.664  -0.64
C  1.920  -2.491  -1.561  0.14
C  3.999  -1.363  1.322  1.21
C  3.565  -1.078  2.590  -0.14
C  4.089  -1.750  3.715  -1.18
C  5.046  -2.708  3.553  -0.97
C  5.520  -3.043  2.262  0.92
C  6.509  -4.042  2.080  -0.91
C  6.956  -4.366  0.833  -0.59
C  6.430  -3.706  -0.297  -1.21
C  5.478  -2.738  -0.153  -0.33
C  4.995  -2.368  1.129  0.61
H  5.649  0.133  -1.168  0.50
H  5.252  1.389  0.001  0.37
H  4.575  1.461  -1.636  0.35
H  3.483  0.054  -3.171  0.34
H  2.665  -1.196  -5.120  0.44
H  1.397  -3.296  -4.809  0.40
H  0.931  -4.128  -2.522  0.51
H  1.723  -2.864  -0.564  0.29
H  2.788  -0.338  2.744  0.10
H  3.727  -1.498  4.704  0.50
H  5.459  -3.228  4.409  0.39
H  6.902  -4.546  2.954  0.41
H  7.711  -5.131  0.705  0.39
H  6.781  -3.974  -1.286  0.44
H  5.074  -2.259  -1.037  0.40


(b)
Below is C50H47GeIrN3O3SSbSe2 as an isolated structure, with properties calculated with ωB97M-V/def2-TZVPD.

- E_LUMO (alpha / beta): -2.306 / -4.924 eV
- Molar mass: 1314.52 g mol⁻¹
- Charge: +1
- 2S+1: 6
- Kohn-Sham gap (alpha / beta): 7.068 / 5.313 eV

Last column: Mulliken charge in e.
Element x y z (Å)
Ir  -0.246  0.570  0.495  3.59
Se  -0.066  1.118  3.603  0.31
Se  1.521  2.303  1.504  0.03
C  2.458  0.658  1.587  -0.23
C  3.757  0.477  2.026  -1.05
C  4.315  -0.788  1.910  -0.50
C  3.570  -1.821  1.355  -0.88
C  2.266  -1.565  0.975  -0.64
N  1.721  -0.357  1.117  1.18
C  -1.545  1.992  2.815  -0.12
C  -2.204  3.073  3.390  -1.06
C  -3.356  3.544  2.784  -0.43
C  -3.847  2.891  1.658  -1.24
C  -3.127  1.841  1.139  -0.11
N  -1.970  1.424  1.685  -0.04
H  4.312  1.316  2.424  0.59
H  5.337  -0.964  2.229  0.53
H  3.988  -2.812  1.227  0.55
H  1.635  -2.331  0.529  0.31
H  -1.808  3.512  4.293  0.59
H  -3.879  4.402  3.189  0.47
H  -4.771  3.201  1.186  0.56
H  -3.469  1.287  0.275  0.69
C  -2.624  2.101  -2.614  -0.90
O  -2.014  1.218  -1.652  -0.04
C  -1.117  1.814  -0.846  0.31
O  -0.882  2.990  -0.905  -0.57
H  -3.349  1.497  -3.147  0.25
H  -1.871  2.488  -3.296  0.30
H  -3.109  2.932  -2.106  0.31
C  -1.676  -1.570  5.939  -1.47
C  -0.352  -2.083  5.436  1.32
C  0.662  -2.302  6.371  -0.71
C  1.891  -2.840  6.016  -0.89
C  2.123  -3.219  4.703  -0.97
C  1.135  -3.005  3.754  -1.01
C  -0.083  -2.415  4.100  1.17
Sb  -1.230  -2.040  2.311  -0.11
C  -1.071  -4.058  1.614  1.36
C  -0.524  -4.306  0.359  -0.58
C  -0.354  -5.609  -0.087  -1.12
C  -0.737  -6.664  0.730  -0.79
C  -1.289  -6.410  1.979  -0.90
C  -1.471  -5.111  2.453  0.82
C  -2.112  -4.915  3.812  -1.42
C  -3.289  -1.549  2.594  1.62
C  -3.565  -0.465  3.428  -1.04
C  -4.867  -0.028  3.605  -1.29
C  -5.896  -0.669  2.928  -0.99
C  -5.614  -1.726  2.074  -0.92
C  -4.312  -2.183  1.869  0.71
C  -4.071  -3.304  0.884  -1.12
H  -1.855  -1.923  6.955  0.55
H  -2.502  -1.907  5.320  0.13
H  -1.688  -0.476  5.965  0.24
H  0.465  -2.058  7.411  0.47
H  2.657  -2.985  6.770  0.41
H  3.060  -3.682  4.418  0.48
H  1.305  -3.338  2.736  0.40
H  -0.234  -3.486  -0.283  0.15
H  0.066  -5.795  -1.068  0.48
H  -0.617  -7.687  0.392  0.41
H  -1.601  -7.239  2.608  0.48
H  -2.732  -5.775  4.066  0.57
H  -2.749  -4.025  3.846  0.17
H  -1.354  -4.806  4.592  0.33
H  -2.766  0.035  3.954  0.88
H  -5.072  0.809  4.263  0.50
H  -6.920  -0.338  3.055  0.43
H  -6.423  -2.214  1.539  0.46
H  -4.985  -3.530  0.336  0.57
H  -3.751  -4.217  1.388  0.21
H  -3.299  -3.037  0.159  0.06
O  -1.308  -1.394  -0.457  -0.97
S  -0.457  -1.343  -1.735  0.11
N  0.567  -0.153  -1.419  -0.79
C  2.714  -1.820  -2.845  -1.53
Ge  2.094  0.003  -2.535  1.02
C  1.512  0.773  -4.219  0.69
C  2.471  1.296  -5.089  -0.59
C  2.098  1.806  -6.325  -0.72
C  0.761  1.802  -6.705  -0.50
C  -0.202  1.286  -5.847  -0.87
C  0.171  0.775  -4.609  -0.18
C  3.516  1.018  -1.709  0.87
C  4.693  0.352  -1.470  -0.81
C  5.812  1.016  -0.912  -0.92
C  5.726  2.337  -0.587  -0.96
C  4.531  3.068  -0.820  1.17
C  4.425  4.441  -0.486  -1.02
C  3.274  5.132  -0.731  -0.70
C  2.171  4.486  -1.336  -0.83
C  2.246  3.167  -1.671  -0.20
C  3.418  2.411  -1.408  0.06
H  3.488  -1.807  -3.618  0.44
H  1.880  -2.423  -3.206  0.39
H  3.124  -2.278  -1.942  0.35
H  3.518  1.313  -4.799  0.38
H  2.850  2.210  -6.993  0.42
H  0.471  2.207  -7.667  0.39
H  -1.246  1.279  -6.144  0.42
H  -0.591  0.381  -3.945  0.41
H  4.781  -0.703  -1.714  0.37
H  6.735  0.468  -0.750  0.46
H  6.579  2.857  -0.158  0.43
H  5.283  4.937  -0.041  0.44
H  3.201  6.180  -0.465  0.40
H  1.260  5.040  -1.529  0.45
H  1.395  2.678  -2.135  0.11


Short version: (b) is the most stable of them.